1.
Formula: C9H23NOSi
Source: the OMol25 dataset
Level of theory: ωB97M-V/def2-TZVPD

Structure (XYZ):
```
35
Properties=species:S:1:pos:R:3:forces:R:3:lowdin_charge:R:1
H 0.83229 2.70308 1.72219 -0.8 -0.7 -0.9 0.113
C -1.14626 0.03784 -2.40634 -1.0 1.0 -0.5 -0.073
C 0.66585 -1.86691 1.43806 3.4 -0.6 0.0 -0.094
C 1.82887 -1.31022 0.45576 -1.3 1.6 2.3 -0.444
H -4.71714 -0.21996 1.88362 1.2 0.4 0.5 0.085
H -0.98184 -2.32458 -2.75938 1.6 -0.7 0.7 0.102
H -1.27493 1.05413 -1.99602 -0.1 -0.9 -0.6 0.030
H 2.97287 -0.46979 2.24930 -0.3 0.3 0.1 0.060
H 0.82459 -1.97217 -3.17207 -0.9 -0.9 0.5 0.094
C 0.04643 -2.04826 -2.34569 0.1 0.4 -1.5 -0.146
H 2.15473 -2.13814 -0.10151 0.4 -1.2 -0.8 0.038
H 0.60830 3.91253 -0.98090 0.6 0.6 0.7 0.066
H -0.72843 2.29984 1.15256 -1.9 0.3 -0.4 0.049
H 1.94442 2.02379 0.02359 0.0 -0.1 -0.6 0.074
H -3.83157 0.54275 0.55639 -0.3 0.9 1.3 0.081
C -3.69636 0.17488 1.61234 -0.8 -2.2 -4.0 -0.116
O -2.73078 -0.88602 1.30315 0.7 0.8 2.2 -0.165
C 0.23845 1.90865 1.12307 2.1 4.3 -0.3 -0.122
C 0.89828 1.79123 -0.23835 0.3 -0.4 -0.1 -0.449
C 0.39742 2.89040 -1.21204 -1.2 -1.1 0.8 -0.131
H -0.17733 -2.00598 0.84218 -1.7 -0.4 -0.5 0.011
H 1.01897 -2.84349 1.88307 -0.4 0.8 -0.6 0.087
H 0.31806 1.15252 1.76402 0.1 -3.7 2.2 0.000
C 3.12875 -0.77535 1.22628 -1.2 1.0 -2.6 -0.108
H -1.78542 -0.42680 -3.18107 0.3 0.6 0.7 0.052
H -3.23632 0.89696 2.24967 0.1 0.2 0.5 0.061
H 3.55087 0.07195 0.56890 -0.3 -1.1 1.4 0.071
Si 1.18061 -0.07232 -0.90006 0.1 1.5 0.4 0.864
H -0.68682 2.88765 -1.37543 0.0 -0.3 0.5 0.062
N -0.13083 -0.70738 -1.90402 0.8 0.6 1.9 -0.396
H 0.73981 2.69438 -2.17045 1.1 -0.2 -2.0 0.034
H 3.80133 -1.59766 1.19985 0.9 -0.5 0.2 0.044
H -3.00204 -1.54285 0.67585 -0.8 0.0 -0.5 0.054
H 0.49471 -2.58183 -1.48870 -0.7 -0.7 -0.7 0.061
H 0.48045 -1.25284 2.30218 -0.2 0.7 0.0 0.053
```
Positions in Å, forces in eV/Å.

Properties
expectation value of S²: 2.005
E: -21116.122 eV
molar mass: 189.38 g mol⁻¹
LUMO energy (alpha / beta): 0.826 / -0.139 eV
2S+1: 3
energy relative to the best compared isomer or geometry (same formula, charge and spin): 0.0000 eV
gap between HOMO and LUMO (alpha / beta): 6.3 / 9.4 eV



2.
Formula: C9H24BF4O13S
Source: the OMol25 dataset
Level of theory: ωB97M-V/def2-TZVPD

Structure (XYZ):
```
52
Properties=species:S:1:pos:R:3:forces:R:3:lowdin_charge:R:1
C 4.06959 3.09620 -1.46215 1.2 2.1 -1.5 -0.565
O -2.35433 -0.94446 -4.31088 -0.3 -0.3 -1.0 -0.053
F -0.87236 1.42689 -1.40172 -0.5 0.8 -0.1 0.143
H -2.10663 0.57828 1.26941 0.8 -0.4 -0.2 0.065
H -0.76508 0.23219 2.55877 -0.1 -0.3 -0.6 0.056
H -1.83142 -0.20208 -4.00812 -0.1 0.0 0.1 -0.002
H -2.51013 -0.14036 5.87544 0.7 -0.2 -0.7 0.118
F -1.71451 -0.64570 -1.91409 -1.0 -0.5 0.4 0.133
C 1.81613 3.16272 -1.80594 0.2 0.0 -3.1 -0.117
H -1.72432 -1.93193 -0.51425 0.0 0.4 -0.3 -0.017
H 1.91732 1.16758 -1.14854 0.6 -0.1 0.0 0.121
C -3.71060 1.50636 6.20140 -0.9 -0.1 -0.6 -0.085
O 3.24876 -2.93114 -2.62369 0.5 -1.3 -1.0 0.070
H -2.46675 -0.44655 2.66182 0.1 0.4 0.3 0.065
H -1.30918 -2.70959 0.71651 0.1 0.0 0.1 0.021
H 1.38227 2.33557 -0.01203 0.9 -0.1 1.1 0.139
O -1.95638 1.50657 4.66749 0.4 -0.4 -1.0 -0.305
O 1.95752 -0.35902 1.93472 0.1 -0.3 0.3 -0.047
H 0.64144 -4.35398 -1.73364 0.0 -0.8 -0.3 0.133
H 1.23086 -0.61682 1.36751 -0.3 0.0 -0.4 -0.005
H 0.97283 0.63536 -5.32955 0.1 -0.2 0.0 0.038
H 1.37120 2.62768 -2.64491 -1.0 0.6 0.2 0.129
H -0.06773 0.81781 -4.24519 0.2 -0.1 0.4 -0.012
O 0.22326 1.17730 -5.08324 -0.1 0.4 -0.3 -0.041
C 2.04813 -2.87914 -1.83743 0.8 1.6 0.4 -0.122
F 0.39211 -0.09861 -2.39679 1.6 -0.5 -1.5 0.169
H 1.30341 -2.31847 -2.40236 0.0 -0.1 0.1 0.128
H 1.86972 0.59026 2.02074 0.0 0.3 0.0 0.028
H 1.87323 -4.61245 -0.54347 0.6 -0.2 -0.2 0.132
H 1.29627 4.07754 -1.52144 0.1 -0.1 0.1 0.143
O 3.49259 2.37264 -0.53522 1.0 -1.1 2.7 0.106
C -1.81624 0.34707 2.29426 -0.8 2.3 0.1 -0.067
B -0.60988 0.06409 -1.50230 -0.6 1.6 0.0 -1.441
O -0.99479 2.93027 2.98511 -2.2 -1.8 -0.5 -0.308
O -3.57878 2.51576 3.00950 4.5 -1.7 -0.3 -0.343
C 3.34508 -4.19503 -3.13420 3.1 -1.8 -2.9 -0.480
S -2.13838 2.01274 3.11232 -2.1 1.1 2.1 0.733
H -3.58517 0.18781 4.46361 0.0 0.0 0.1 0.106
H -2.56764 -1.42890 -3.51335 0.1 0.1 0.1 0.021
C 2.13200 2.17298 -0.78634 -1.9 -1.1 0.5 -0.156
H -4.12884 2.33399 5.62851 -0.1 0.1 0.2 0.073
H -3.06518 1.90964 6.98172 0.0 -0.2 0.0 0.084
O 3.11147 3.45292 -2.34529 0.8 1.0 -0.4 0.059
H -4.52460 0.89976 6.59830 -0.1 0.2 0.4 0.078
O -1.92499 -2.72431 -0.01616 -0.2 -0.6 0.3 -0.051
O 2.47996 -5.03084 -2.52736 -0.3 0.3 0.2 0.070
C -2.95686 0.62432 5.24000 0.1 1.2 0.6 -0.277
O 5.22914 3.47492 -1.53979 -2.1 -1.3 0.5 0.115
C 1.71777 -4.29121 -1.57339 -1.5 -0.6 0.2 -0.134
H 2.26543 -2.37600 -0.89523 0.0 0.4 -0.2 0.138
F -0.24726 -0.35496 -0.26067 0.8 -1.1 2.1 0.151
O 4.14071 -4.64542 -4.01816 -3.2 2.6 3.7 0.063
```
Positions in Å, forces in eV/Å.

Properties
E: -58729.287 eV
molar mass: 459.15 g mol⁻¹
charge: -1
LUMO energy: 2.119 eV
gap between HOMO and LUMO: 10.6 eV



3.
Formula: C9H24BN2O2P
Source: the OMol25 dataset
Level of theory: ωB97M-V/def2-TZVPD

Structure (XYZ):
```
39
Properties=species:S:1:pos:R:3:forces:R:3:lowdin_charge:R:1
O -0.27628 -0.30715 -0.54697 3.3 -0.8 3.2 0.001
H -1.66362 1.52942 1.29934 0.2 -0.3 0.0 0.128
C 0.62583 -0.44865 3.01194 0.3 0.1 0.2 -0.041
C -0.81156 1.38594 1.97763 0.0 0.4 -0.5 -0.130
H -0.32130 -2.90361 -3.38953 -0.6 -0.4 -1.2 0.031
H 3.21256 -0.10701 1.18373 -0.1 0.1 0.0 0.095
H -2.58223 -0.75052 -2.16221 -0.6 -0.5 0.5 -0.014
H 1.11311 -1.41675 2.84637 -0.1 0.2 -0.1 0.094
C 0.86966 2.34403 0.37239 -0.6 -0.1 0.2 -0.129
C 0.17937 2.51496 1.72434 0.1 0.0 0.0 -0.183
C 1.54460 0.95666 0.22026 2.4 0.5 -0.4 -0.466
H -0.62719 -3.17963 -5.07653 -0.1 -0.2 1.3 0.027
O -3.46090 -3.45698 -2.83093 3.3 0.6 -0.3 -0.378
C 2.14480 0.83895 -1.21972 -0.8 -0.3 -0.1 -0.037
H 3.59776 1.55275 0.73443 -0.3 -0.1 -0.2 0.089
B -2.18525 -0.76823 -3.29151 0.3 1.5 0.9 -0.573
H 1.38982 0.27634 3.28434 0.0 0.0 -0.1 0.058
H -1.92059 -1.01782 2.81053 0.4 0.2 -0.1 0.087
H -1.00778 -0.62127 -3.21530 0.6 -0.3 -0.6 -0.035
C -1.42442 -1.04625 1.83233 0.1 0.2 -0.9 -0.040
H 0.91554 2.56206 2.53264 0.0 0.0 -0.1 0.104
H 2.63280 1.26224 2.14008 -0.1 -0.1 0.1 0.054
C 2.80371 0.90710 1.12882 0.0 -0.1 0.2 -0.042
H -2.20001 -0.81460 1.09308 0.4 0.0 0.0 0.079
H -1.21385 1.49104 2.99367 0.1 -0.4 -0.1 0.128
H -0.00088 -0.55477 3.90690 -0.1 0.0 -0.4 0.089
N 0.60829 -0.17492 0.54035 -4.9 2.2 -4.1 0.036
H 1.39273 0.95640 -2.00763 0.0 -0.2 0.3 0.078
H -2.68695 0.12906 -3.86117 -0.4 0.3 -0.6 -0.042
H 2.64010 -0.12989 -1.35925 -0.1 0.1 0.1 0.090
H 0.12726 2.49356 -0.42411 0.1 -0.3 0.1 0.130
H -1.08633 -2.07617 1.66582 0.0 0.2 0.0 0.090
N -0.95926 -3.33750 -4.09901 -1.3 1.1 0.1 -0.235
H -0.35107 3.47493 1.74140 0.1 -0.2 0.0 0.119
H 2.89492 1.61938 -1.39938 -0.2 -0.1 0.4 0.087
H -2.73521 -3.78110 -2.18810 -1.8 0.5 -1.3 0.072
H 1.61096 3.14288 0.24755 0.1 -0.4 -0.1 0.128
C -0.22459 -0.03815 1.78160 -0.5 -1.3 2.2 -0.466
P -2.56453 -2.50674 -3.99817 0.6 -2.4 1.5 0.917
```
Positions in Å, forces in eV/Å.

Properties
E: -26756.020 eV
molar mass: 234.09 g mol⁻¹
LUMO energy: -3.869 eV
gap between HOMO and LUMO: 2.9 eV



4.
Formula: C9H24BrN3O3
Source: the OMol25 dataset
Level of theory: ωB97M-V/def2-TZVPD

Structure (XYZ):
```
40
Properties=species:S:1:pos:R:3:forces:R:3:lowdin_charge:R:1
N 7.18694 2.94430 -7.90022 -1.0 0.2 -2.0 0.100
H 5.17433 3.68945 -8.66422 0.7 -0.5 -0.4 0.110
C 10.77999 -2.63396 -15.57677 2.6 -1.1 -0.3 -0.364
H 7.88903 3.24079 -7.23744 0.1 0.5 0.5 0.177
C 10.51129 -1.22458 -8.26799 1.1 1.1 -0.1 0.037
H 11.01024 2.05135 -11.10613 0.1 -0.2 0.9 0.098
H 12.71772 1.59185 -10.43164 -0.3 0.9 -0.4 0.113
H 10.59477 -0.38410 -10.73004 -1.8 -0.2 -1.5 -0.090
O 8.89978 3.81572 -9.27360 -5.7 -3.4 0.3 0.103
C 5.88663 3.79440 -7.84585 0.7 -0.1 0.7 0.067
H 12.07966 1.07965 -12.03771 0.3 -0.2 0.2 0.093
C 11.67736 -1.45542 -15.15234 -1.2 0.4 0.7 0.024
H 5.35079 3.46812 -6.95449 0.3 0.5 0.2 0.110
H 11.16007 -0.92087 -14.35562 -0.1 0.2 0.1 0.037
O 11.14878 -3.52769 -16.27947 -1.2 0.9 0.7 0.189
H 7.01899 1.95941 -7.75232 -0.4 -0.5 0.3 0.171
C 7.87182 3.05054 -9.24883 6.5 2.2 -0.5 -0.310
H 12.03618 -0.76290 -10.48775 1.0 0.0 0.3 0.172
H 6.29157 4.80635 -7.83615 -0.5 0.0 0.3 0.115
H 9.01727 -3.61774 -14.85810 0.0 -0.7 -0.9 0.179
H 9.42514 -2.43095 -13.95805 0.1 1.3 1.0 -0.022
C 11.82868 1.33804 -11.00895 0.4 -1.6 0.1 0.050
H 11.88252 -0.72173 -15.93189 -0.2 -0.4 -0.3 0.104
O 10.55897 1.22881 -8.48191 1.4 -2.9 -1.5 0.114
H 11.33756 -1.93336 -8.32272 -0.1 -0.1 -0.2 0.097
H 7.68197 -1.63461 -15.04609 -0.3 0.5 -0.5 0.087
H 9.01831 -0.80264 -15.88825 0.0 -0.2 0.1 0.105
H 9.63611 -1.62161 -8.78232 0.0 0.0 -0.1 0.087
H 10.30401 -1.04675 -7.21276 -0.1 0.0 -0.2 0.100
H 6.46612 2.01029 -10.46110 -0.1 -0.7 0.1 0.098
Br 8.88607 -0.95911 -12.07573 0.4 0.0 0.1 -0.074
H 7.94614 2.37341 -11.25765 0.2 0.0 0.2 0.098
N 9.39609 -2.68466 -14.93524 0.7 0.2 -1.7 0.064
C 10.90479 0.12853 -8.90459 -2.0 1.6 1.6 -0.342
H 12.64554 -1.72936 -14.73319 -0.1 -0.7 -0.3 0.101
H 8.16154 -2.16845 -16.69184 0.4 -0.3 0.2 0.118
C 7.54588 2.00755 -10.31212 -0.5 1.9 0.1 -0.003
H 8.01330 1.04421 -10.10821 -0.3 -0.1 0.3 0.032
N 11.42253 0.02082 -10.31657 -0.1 1.4 0.6 0.038
C 8.50968 -1.75597 -15.74486 -0.8 0.0 1.4 0.021
```
Positions in Å, forces in eV/Å.

Properties
E: -90361.541 eV
molar mass: 302.21 g mol⁻¹
charge: +2
LUMO energy: -6.208 eV
energy relative to the best compared isomer or geometry (same formula, charge and spin): 1.9164 eV
gap between HOMO and LUMO: 8.5 eV



The highest molar mass belongs to which entry?
C9H24BF4O13S